No. 1
19
Properties=species:S:1:pos:R:3:nbo_charge:R:1 method="wB97M-V/def2-TZVPD" s2=0.750 spin_multiplicity=2 charge=-1 e_above_lowest_kcal_mol=22.7 max_force_ev_per_a=2.5
C 0.598 -0.343 -2.082 -0.733
C -0.522 0.504 -2.779 -0.835
C 0.267 -0.323 1.372 -0.534
C 0.112 1.221 1.370 -0.782
C -0.408 -1.099 2.462 -0.798
H -0.015 1.350 -3.254 0.184
H 0.112 -0.750 -1.209 0.198
H -0.505 -0.542 3.416 0.188
H 1.312 -0.575 1.177 0.186
H -1.149 0.932 -1.998 0.199
H -1.460 -1.333 2.287 0.191
H -0.162 -0.652 0.395 0.191
H 1.027 1.798 1.586 0.189
H -0.370 1.560 0.448 0.197
H 0.767 -1.255 -2.676 0.181
H 0.189 -1.967 2.774 0.193
H 1.599 0.060 -1.963 0.197
H -0.930 -0.094 -3.590 0.195
H -0.461 1.509 2.264 0.194

No. 2
16
Properties=species:S:1:pos:R:3:nbo_charge:R:1 method="wB97M-V/def2-TZVPD" e_above_lowest_kcal_mol=178.7 max_force_ev_per_a=4.4
O 0.604 2.031 -0.862 -0.421
O 1.356 1.187 0.980 -0.485
N 2.603 -0.898 0.105 -0.719
N 0.565 1.137 -0.023 0.413
C -0.222 0.036 -0.189 -0.014
C 1.512 -1.518 -0.359 -0.021
C -1.529 -0.139 -0.197 -0.229
C -2.591 0.915 0.188 -0.638
H 2.949 -0.002 -0.232 0.417
H -1.766 -1.219 -0.424 0.212
H 1.109 -2.293 0.352 0.213
H 1.210 -1.606 -1.333 0.209
H 2.905 -0.991 1.037 0.403
H -3.000 0.778 1.157 0.217
H -3.376 0.678 -0.385 0.214
H -2.327 1.906 0.186 0.226

No. 3
37
Properties=species:S:1:pos:R:3:nbo_charge:R:1 method="wB97M-V/def2-TZVPD" smiles=Cc1cc(Cl)cc(Br)c1OCCCNC[C@@H](C)O e_above_lowest_kcal_mol=2.7 max_force_ev_per_a=0.8
Br -0.642 1.885 1.125 0.062
Cl -5.911 1.930 -0.507 0.014
O -1.125 -1.076 1.092 -0.542
O 3.688 1.805 1.013 -0.719
N 3.233 -0.700 -0.298 -0.625
C -4.503 1.042 -0.051 -0.017
C -2.237 0.991 0.645 -0.123
C 1.146 -1.703 0.731 -0.449
C -3.468 -2.573 0.386 -0.637
C -2.244 -0.402 0.680 0.322
C -3.423 -1.077 0.346 -0.043
C 2.320 -1.820 -0.271 -0.214
C -4.543 -0.342 -0.016 -0.231
C -0.186 -1.385 0.062 -0.055
C 2.684 0.550 -0.789 -0.246
C 3.608 1.708 -0.393 0.091
C -3.347 1.729 0.284 -0.266
C 3.135 3.020 -1.014 -0.632
H 3.169 2.960 -2.098 0.214
H -2.697 -2.953 1.051 0.235
H 1.930 -1.957 -1.284 0.183
H -4.441 -2.916 0.729 0.223
H 2.603 0.488 -1.878 0.191
H 3.617 -0.539 0.629 0.366
H -0.544 -2.247 -0.520 0.171
H 2.820 2.068 1.345 0.460
H 3.774 3.835 -0.686 0.220
H 1.363 -0.909 1.449 0.215
H -5.456 -0.856 -0.272 0.227
H 1.687 0.773 -0.377 0.160
H 1.033 -2.628 1.296 0.212
H 2.916 -2.700 -0.021 0.203
H -0.085 -0.535 -0.623 0.176
H 2.112 3.230 -0.703 0.200
H -3.316 2.806 0.268 0.244
H 4.629 1.478 -0.715 0.183
H -3.298 -2.979 -0.612 0.224

Electronic energy values, unit eV, following the record order: -5409.5267; -11346.3641; -101939.0937.